{
  "formula": "C48H104F24N11O29S8",
  "method": "ωB97M-V/def2-TZVPD",
  "elements": ["C", "C", "N", "C", "C", "C", "C", "C", "O", "C", "H", "H", "H", "H", "H", "H", "H", "H", "H", "H", "H", "H", "H", "H", "H", "H", "H", "H", "H", "H", "C", "C", "N", "C", "C", "C", "C", "C", "O", "C", "H", "H", "H", "H", "H", "H", "H", "H", "H", "H", "H", "H", "H", "H", "H", "H", "H", "H", "H", "H", "C", "O", "C", "C", "N", "H", "H", "C", "C", "O", "C", "H", "H", "H", "H", "H", "H", "H", "H", "H", "H", "H", "H", "H", "H", "C", "O", "C", "C", "N", "H", "H", "C", "C", "O", "C", "H", "H", "H", "H", "H", "H", "H", "H", "H", "H", "H", "H", "H", "H", "C", "O", "C", "C", "N", "H", "H", "C", "C", "O", "C", "H", "H", "H", "H", "H", "H", "H", "H", "H", "H", "H", "H", "H", "H", "C", "O", "C", "C", "N", "H", "H", "C", "C", "O", "C", "H", "H", "H", "H", "H", "H", "H", "H", "H", "H", "H", "H", "H", "H", "N", "O", "O", "O", "C", "F", "F", "F", "S", "O", "O", "N", "S", "O", "O", "C", "F", "F", "F", "C", "F", "F", "F", "S", "O", "O", "N", "S", "O", "O", "C", "F", "F", "F", "C", "F", "F", "F", "S", "O", "O", "N", "S", "O", "O", "C", "F", "F", "F", "C", "F", "F", "F", "S", "O", "O", "N", "S", "O", "O", "C", "F", "F", "F"],
  "coordinates": [[2.047, -4.220, -8.399], [2.961, -5.213, -7.739], [2.737, -5.393, -6.268], [1.344, -6.028, -6.143], [3.717, -6.344, -5.578], [3.682, -7.769, -6.124], [2.572, -4.087, -5.488], [3.926, -3.571, -4.950], [4.827, -3.499, -6.041], [5.851, -2.529, -6.004], [2.071, -4.316, -9.476], [2.262, -3.155, -8.115], [1.015, -4.285, -8.028], [3.998, -4.984, -7.788], [2.796, -6.185, -8.155], [1.385, -6.795, -6.894], [0.629, -5.288, -6.504], [1.143, -6.418, -5.140], [3.431, -6.312, -4.507], [4.688, -5.931, -5.607], [2.831, -8.375, -5.770], [4.506, -8.361, -5.847], [3.668, -7.875, -7.219], [1.942, -4.358, -4.693], [2.033, -3.494, -6.189], [4.211, -4.228, -4.088], [3.818, -2.712, -4.362], [5.459, -1.584, -6.347], [6.705, -2.903, -6.598], [6.164, -2.380, -4.920], [3.358, 3.859, 2.662], [4.680, 4.535, 2.221], [5.826, 3.614, 1.733], [6.048, 2.456, 2.768], [5.484, 3.151, 0.335], [6.460, 2.181, -0.263], [7.109, 4.376, 1.794], [7.255, 5.481, 0.805], [6.369, 6.530, 0.973], [6.729, 7.544, 0.023], [3.516, 3.041, 3.299], [2.780, 3.604, 1.760], [2.864, 4.593, 3.229], [5.111, 5.008, 3.102], [4.547, 5.328, 1.467], [5.165, 1.792, 2.572], [6.120, 2.937, 3.765], [6.973, 2.000, 2.504], [5.360, 4.094, -0.220], [4.573, 2.639, 0.375], [6.161, 2.094, -1.316], [6.393, 1.126, 0.222], [7.498, 2.436, -0.315], [7.882, 3.623, 1.534], [7.286, 4.527, 2.863], [7.214, 4.982, -0.167], [8.289, 5.903, 0.784], [7.399, 7.242, -0.806], [7.309, 8.293, 0.570], [5.831, 7.995, -0.295], [0.142, -2.230, 4.729], [-0.274, -3.111, 3.699], [0.763, -3.896, 3.131], [0.061, -4.777, 2.113], [-0.914, -5.739, 2.655], [-0.579, -6.205, 3.503], [-1.734, -5.172, 2.962], [-1.434, -6.754, 1.646], [-2.302, -7.868, 2.351], [-2.358, -7.564, 3.711], [-2.813, -8.669, 4.557], [0.948, -1.545, 4.330], [0.593, -2.742, 5.564], [-0.763, -1.746, 5.137], [1.228, -4.570, 3.898], [1.602, -3.320, 2.765], [0.850, -5.334, 1.585], [-0.447, -4.246, 1.287], [-0.522, -7.019, 1.026], [-2.016, -6.106, 0.873], [-1.928, -8.927, 2.185], [-3.304, -7.830, 1.966], [-2.281, -9.608, 4.474], [-3.846, -8.926, 4.298], [-2.668, -8.309, 5.589], [-3.322, -0.113, 4.174], [-4.560, 0.429, 3.780], [-5.484, -0.632, 3.785], [-6.760, -0.195, 3.176], [-6.525, 0.799, 2.105], [-6.027, 1.690, 2.622], [-5.759, 0.458, 1.572], [-7.626, 1.270, 1.218], [-7.043, 2.183, 0.146], [-6.376, 1.498, -0.864], [-6.031, 2.480, -1.872], [-2.809, -0.623, 3.363], [-3.417, -0.862, 5.018], [-2.671, 0.676, 4.599], [-5.744, -1.034, 4.773], [-5.011, -1.436, 3.239], [-7.519, 0.263, 3.898], [-7.238, -1.053, 2.775], [-8.358, 1.695, 1.814], [-8.027, 0.397, 0.641], [-6.456, 2.966, 0.737], [-7.874, 2.713, -0.218], [-5.329, 1.992, -2.537], [-5.598, 3.485, -1.681], [-6.961, 2.494, -2.355], [-3.229, 0.819, -0.048], [-2.167, -0.156, -0.046], [-1.155, 0.123, 0.837], [0.121, -0.484, 0.380], [0.598, 0.135, -0.903], [-0.075, 0.063, -1.650], [0.616, 1.153, -0.771], [1.964, -0.378, -1.298], [2.412, 0.218, -2.558], [1.573, -0.208, -3.651], [1.802, 0.558, -4.839], [-2.949, 1.643, -0.717], [-3.450, 1.131, 0.984], [-4.106, 0.335, -0.548], [-1.310, -0.434, 1.763], [-1.057, 1.151, 1.147], [0.143, -1.582, 0.317], [0.938, -0.157, 1.074], [1.957, -1.438, -1.312], [2.603, -0.056, -0.495], [3.505, -0.054, -2.869], [2.300, 1.308, -2.575], [0.919, 0.617, -5.432], [2.558, 0.154, -5.468], [2.091, 1.594, -4.660], [3.350, 8.143, 2.819], [2.203, 7.325, 2.846], [1.038, 7.692, 3.651], [-0.181, 7.233, 2.878], [-0.069, 5.752, 2.817], [-0.885, 5.572, 2.124], [0.802, 5.558, 2.333], [-0.088, 4.895, 4.098], [-0.237, 3.436, 3.665], [0.432, 2.561, 4.574], [0.676, 1.254, 3.971], [3.952, 8.157, 3.754], [3.135, 9.196, 2.605], [4.096, 7.865, 2.056], [1.078, 8.719, 3.913], [1.050, 7.343, 4.664], [-0.214, 7.649, 1.876], [-0.976, 7.607, 3.509], [-0.793, 5.397, 4.709], [0.839, 4.890, 4.623], [0.232, 3.464, 2.655], [-1.275, 3.116, 3.475], [0.821, 1.292, 2.892], [-0.206, 0.563, 4.150], [1.562, 0.933, 4.428], [3.237, -0.191, 2.247], [3.733, -0.187, 3.389], [3.549, 0.793, 1.537], [2.584, -1.167, 1.824], [0.110, -8.089, -2.689], [0.930, -9.088, -2.855], [-0.460, -7.757, -3.825], [-0.840, -8.443, -1.834], [1.255, -6.779, -1.905], [1.775, -7.545, -0.797], [2.182, -6.541, -2.983], [0.648, -5.500, -1.354], [0.052, -4.231, -2.171], [0.246, -3.156, -1.233], [0.238, -4.012, -3.621], [-1.823, -4.554, -2.099], [-2.100, -5.839, -1.770], [-2.195, -3.802, -1.066], [-2.545, -4.316, -3.145], [3.194, 6.685, -2.958], [4.239, 7.488, -2.751], [2.072, 7.203, -2.643], [3.198, 6.344, -4.292], [3.328, 5.142, -1.984], [4.570, 4.465, -2.327], [3.259, 5.579, -0.623], [2.094, 4.323, -2.426], [0.839, 4.186, -1.475], [0.976, 3.056, -0.604], [0.423, 5.381, -0.800], [-0.395, 3.780, -2.798], [-0.347, 4.582, -3.854], [-0.210, 2.518, -3.191], [-1.595, 3.845, -2.213], [-6.679, -6.341, 0.314], [-6.615, -7.360, 1.122], [-6.539, -6.793, -0.996], [-7.870, -5.792, 0.425], [-5.370, -5.148, 0.864], [-5.822, -4.707, 2.161], [-4.125, -5.891, 0.719], [-5.387, -3.977, -0.202], [-6.172, -2.639, -0.051], [-7.392, -2.744, 0.685], [-5.328, -1.543, 0.302], [-6.661, -2.284, -1.826], [-5.644, -1.723, -2.479], [-7.071, -3.441, -2.397], [-7.716, -1.464, -1.726], [-6.518, 5.494, 3.869], [-5.839, 6.592, 3.670], [-7.065, 5.508, 5.102], [-7.475, 5.262, 3.018], [-5.276, 4.171, 3.817], [-4.369, 4.490, 4.826], [-6.038, 2.929, 3.953], [-4.649, 4.188, 2.366], [-3.349, 4.976, 1.980], [-2.800, 5.926, 2.914], [-2.471, 4.043, 1.310], [-4.001, 5.990, 0.514], [-4.407, 5.129, -0.454], [-5.001, 6.758, 0.737], [-3.004, 6.822, 0.067]],
  "lowdin_charge": [-0.05, -0.17, -0.23, 0.03, -0.14, -0.04, -0.05, -0.17, -0.20, -0.08, 0.09, 0.10, 0.08, 0.12, 0.11, 0.10, 0.10, 0.09, 0.10, 0.11, 0.09, 0.07, 0.08, 0.06, 0.11, 0.14, 0.10, 0.08, 0.10, 0.11, -0.02, -0.12, -0.24, 0.05, -0.18, -0.05, -0.12, -0.25, -0.18, -0.06, 0.06, 0.09, 0.05, 0.12, 0.10, 0.08, 0.12, 0.08, 0.09, 0.09, 0.09, 0.12, 0.06, 0.14, 0.14, 0.13, 0.15, 0.11, 0.10, 0.07, -0.09, -0.20, -0.18, -0.12, 0.04, 0.17, 0.19, -0.05, -0.19, -0.22, -0.05, 0.09, 0.08, 0.09, 0.14, 0.11, 0.14, 0.13, 0.13, 0.12, 0.15, 0.10, 0.08, 0.09, 0.10, -0.10, -0.18, -0.22, -0.11, 0.04, 0.17, 0.11, -0.07, -0.24, -0.17, -0.06, 0.07, 0.11, 0.09, 0.14, 0.12, 0.17, 0.11, 0.11, 0.16, 0.14, 0.11, 0.09, 0.09, 0.08, -0.05, -0.15, -0.26, -0.10, 0.11, 0.16, 0.11, -0.10, -0.19, -0.19, -0.09, 0.09, 0.09, 0.08, 0.11, 0.12, 0.12, 0.11, 0.11, 0.10, 0.17, 0.11, 0.08, 0.07, 0.09, -0.10, -0.19, -0.16, -0.10, 0.05, 0.15, 0.14, -0.05, -0.20, -0.16, -0.06, 0.10, 0.09, 0.08, 0.12, 0.12, 0.15, 0.13, 0.12, 0.12, 0.12, 0.12, 0.07, 0.09, 0.06, -0.59, -0.03, -0.08, -0.04, -0.71, 0.16, 0.16, 0.14, 0.56, -0.29, -0.32, -0.30, 0.70, -0.31, -0.31, -0.66, 0.10, 0.12, 0.20, -0.69, 0.15, 0.20, 0.10, 0.56, -0.30, -0.30, -0.29, 0.59, -0.30, -0.28, -0.66, 0.17, 0.13, 0.13, -0.67, 0.16, 0.09, 0.16, 0.62, -0.29, -0.32, -0.30, 0.56, -0.29, -0.30, -0.63, 0.14, 0.12, 0.12, -0.72, 0.17, 0.14, 0.18, 0.59, -0.24, -0.30, -0.28, 0.59, -0.29, -0.30, -0.64, 0.10, 0.19, 0.10],
  "lumo_energy_ev": -1.287,
  "charge": 1
}



{
  "formula": "C3H6N2O",
  "method": "ωB97M-V/def2-TZVPD",
  "elements": ["C", "C", "N", "C", "N", "H", "H", "H", "H", "O", "H", "H"],
  "coordinates": [[0.614, 0.082, 0.853], [1.359, -0.645, -0.018], [1.111, -0.088, -1.259], [0.198, 0.905, -1.060], [-0.075, 1.081, 0.203], [0.683, 0.068, 1.934], [2.148, -1.346, 0.184], [1.111, -0.625, -2.113], [-0.297, 1.354, -1.908], [-2.445, -0.958, 1.160], [-1.909, -0.165, 1.039], [-2.866, -1.137, 0.316]],
  "lowdin_charge": [-0.18, -0.11, 0.04, -0.21, 0.04, 0.11, 0.10, 0.14, 0.12, -0.07, -0.01, 0.03],
  "de_lowest_kcal_mol": 22.7,
  "lumo_energy_ev": 0.756,
  "charge": 0,
  "smiles": "c1c[nH]cn1.O"
}